1.
Below is the ion C7H15N4O2 with charge +1 at a distorted geometry, with properties calculated with wB97M-V/def2-TZVPD.

Positions of all 28 atoms, in Å:
O  -2.278  0.752  -1.515
O  1.855  0.864  0.920
N  -2.648  -1.243  0.862
N  -0.972  0.982  1.550
N  1.991  -1.819  -0.279
N  1.452  0.259  -1.359
C  -1.748  -1.053  0.020
C  -1.687  0.275  -0.578
C  -0.468  -1.921  -0.353
C  -0.609  1.033  0.190
C  0.833  0.293  0.020
C  -0.632  2.525  -0.277
C  0.783  -1.263  0.334
H  -1.894  1.227  1.751
H  0.724  0.253  -2.013
H  1.919  -2.924  -0.331
H  -0.437  1.626  2.026
H  -0.392  -2.007  -1.441
H  -0.787  2.613  -1.405
H  0.235  3.108  0.128
H  1.884  -1.167  -1.193
H  2.907  -1.525  0.280
H  2.176  0.970  -1.393
H  -1.512  2.989  0.100
H  -0.579  -3.003  0.065
H  1.838  1.869  1.051
H  0.596  -1.576  1.399
H  -2.549  -2.136  1.440

## Properties
HOMO energy (hartree): -0.474
Net charge: +1
Frontier orbital gap (Ha): 0.358
ΔE to the lowest compared entry with this formula, charge and spin (kJ/mol): 275.8
SMILES string: [H]/N=C1\C[C@@H]([NH3+])[C@](N)(O)[C@](C)(N)C1=O


2.
Below is the ion C7H15N5O with charge +2 at a distorted geometry, with properties calculated with wB97M-V/def2-TZVPD.

Positions of all 28 atoms, in Å:
O  -3.862  -1.249  -0.060
N  -2.681  2.141  0.131
N  -1.955  -0.299  0.102
N  2.239  -0.377  0.272
N  -0.584  -0.237  -0.190
N  -2.572  -1.425  0.153
C  -3.030  0.886  -0.117
C  1.605  1.018  0.077
C  3.541  -0.334  -0.347
C  1.451  -1.479  -0.281
C  0.131  0.981  0.467
C  0.003  -1.507  0.164
C  -4.134  0.110  -0.116
H  -0.488  -2.335  -0.329
H  2.038  -2.400  -0.027
H  3.509  -0.183  -1.540
H  0.056  0.773  1.523
H  1.567  -1.377  -1.371
H  0.031  -1.604  1.245
H  1.591  1.248  -0.957
H  -0.472  1.734  0.094
H  -5.164  0.264  -0.447
H  2.361  -0.535  1.285
H  4.161  0.501  0.072
H  2.091  1.753  0.690
H  -3.529  2.715  0.266
H  -1.879  2.588  -0.475
H  3.975  -1.370  -0.283

## Properties
HOMO energy (alpha / beta) (hartree): -0.621 / -0.621
Net charge: +2
Frontier orbital gap (alpha / beta) (Ha): 0.343 / 0.343
ΔE to the lowest compared entry with this formula, charge and spin (kJ/mol): 297.4
SMILES string: C[NH+]1CCN([n+]2nocc2N)CC1


3.
Below is the molecule C7H15NO at a distorted geometry, with properties calculated with wB97M-V/def2-TZVPD.

Positions of all 24 atoms, in Å:
O  -0.724  1.138  1.669
N  -0.420  -0.716  0.419
C  1.972  -0.509  -0.032
C  -0.572  1.573  -0.678
C  -1.080  0.634  0.409
C  0.769  -1.028  -0.281
C  2.356  0.509  0.993
C  -2.595  0.429  0.316
C  0.568  -2.033  -1.386
H  -0.162  -1.666  -2.110
H  1.500  0.858  1.561
H  -3.091  1.383  0.488
H  0.196  -2.975  -0.978
H  2.777  -0.808  -0.691
H  1.497  -2.230  -1.912
H  2.822  1.373  0.516
H  -0.634  0.224  2.142
H  0.501  1.703  -0.594
H  3.094  0.081  1.674
H  -1.040  2.544  -0.539
H  -1.109  -1.439  0.256
H  -0.817  1.180  -1.662
H  -2.933  -0.267  1.084
H  -2.876  0.042  -0.663

## Properties
HOMO energy (hartree): -0.304
Frontier orbital gap (Ha): 0.337
ΔE to the lowest compared entry with this formula, charge and spin (kJ/mol): 127.5
SMILES string: C/C=C(/C)NC(C)(C)O


- Look up the ΔE to the lowest compared entry with this formula, charge and spin of the second one.
  297.4 kJ/mol